The following is a quantum chemistry calculation of a molecular structure, C23H49CeN2OP3Se at a distorted geometry, from the Open Molecules 2025 dataset.

Positions of all 80 atoms, in Å:
Ce (-0.42831, -0.63401, -0.41804)
P (-1.22207, 2.26681, -0.22796)
P (-1.70795, -1.07230, -2.97054)
P (1.14099, 1.42194, -2.32613)
H (2.94674, 0.36529, 2.47805)
C (3.20179, 1.29154, 1.93413)
C (2.53830, 2.45076, 2.16738)
H (1.67869, 2.50104, 2.82886)
C (-2.23634, 2.51899, 1.29542)
C (-2.53744, 2.71958, -1.45348)
C (-0.45656, 3.92943, -0.11301)
C (-0.83558, -2.56879, -3.63125)
C (-3.32093, -1.70926, -2.27434)
C (-2.14158, 0.02851, -4.38686)
C (2.56088, 2.48768, -1.81999)
C (0.43557, 2.64837, -3.50833)
C (2.05399, 0.41233, -3.55929)
H (3.98493, 1.22696, 1.14849)
H (2.76965, 3.37841, 1.63513)
H (-1.58208, 2.42940, 2.17171)
H (-3.05033, 1.78753, 1.36578)
H (-2.66228, 3.53370, 1.27046)
H (-3.20826, 1.86614, -1.61665)
H (-2.10700, 3.01704, -2.41742)
H (-3.11673, 3.56040, -1.04410)
H (0.28164, 3.93042, 0.69418)
H (-1.24074, 4.65952, 0.12966)
H (0.03269, 4.25616, -1.03318)
H (-1.43081, -3.18460, -4.31535)
H (-0.48970, -3.20755, -2.80176)
H (0.09445, -2.27989, -4.14676)
H (-3.94436, -2.21352, -3.02780)
H (-3.93513, -0.91072, -1.81692)
H (-3.12827, -2.43094, -1.45678)
H (-2.87399, -0.36171, -5.11069)
H (-1.23099, 0.30140, -4.94500)
H (-2.53868, 0.98795, -4.01432)
H (3.25034, 2.57190, -2.67253)
H (3.08032, 2.04234, -0.96532)
H (2.21876, 3.49421, -1.55701)
H (1.19666, 2.83048, -4.27411)
H (0.21138, 3.60462, -3.02403)
H (-0.46563, 2.25952, -3.98984)
H (2.70724, 1.11538, -4.08912)
H (1.36696, -0.06244, -4.27124)
H (2.65874, -0.35802, -3.06557)
C (3.62245, -2.77111, -0.49955)
C (4.31474, -2.25440, 0.59916)
C (5.61639, -2.69385, 0.91850)
C (6.24574, -3.66057, 0.13240)
C (5.54513, -4.20000, -0.95976)
C (4.23819, -3.76507, -1.26481)
Se (1.74521, -2.07648, -0.98462)
H (1.07970, -1.66816, 0.44971)
H (3.87560, -1.45936, 1.20503)
H (6.16337, -2.29265, 1.76810)
H (7.26684, -4.00587, 0.35309)
H (6.03500, -4.96215, -1.57114)
H (3.71649, -4.16765, -2.13488)
C (-3.72285, -1.20512, 1.38714)
N (-3.08556, -0.87839, 2.66808)
C (-3.90722, -0.96176, 3.86009)
C (-3.23964, -0.19028, 4.96270)
C (-1.84297, -0.68522, 5.15427)
N (-1.11326, -0.64735, 3.90557)
C (0.34381, -0.73020, 3.96830)
C (-1.74327, -0.83623, 2.73794)
O (-1.05578, -0.92226, 1.64260)
H (-3.34062, -2.14771, 0.93954)
H (-3.58418, -0.38566, 0.64382)
H (-4.80155, -1.31897, 1.57544)
H (-4.88598, -0.55075, 3.59858)
H (-4.03235, -2.01770, 4.15375)
H (-3.80457, -0.34005, 5.87967)
H (-3.23860, 0.88023, 4.72830)
H (-1.81791, -1.70073, 5.56685)
H (-1.27858, -0.03299, 5.80988)
H (0.83764, 0.16102, 3.53170)
H (0.60398, -0.77596, 5.03631)
H (0.72567, -1.63852, 3.46369)

## Properties
Maximum force ... 3.804 eV/Å
Spin multiplicity ... 2
E_HOMO (spin up / spin down) ... -16.725 / -16.726 eV
Gap between HOMO and LUMO (spin up / spin down) ... 7.09 / 7.13 eV
Net charge ... +3



The following is a quantum chemistry calculation of a molecular structure, C6H14CaNO at a distorted geometry, from the Open Molecules 2025 dataset.

Positions of all 23 atoms, in Å:
C (0.33461, -1.68627, 0.65812)
O (1.73550, -1.56458, 0.25316)
C (2.06794, -0.26102, -0.25298)
C (1.33702, 0.99624, 0.19252)
C (0.01334, 1.25362, -0.53846)
C (-1.21815, 1.12959, 0.36304)
C (-2.39766, 0.35072, -0.28571)
N (-2.84894, -0.64890, 0.60514)
H (-0.31563, -1.47586, -0.18846)
H (0.23273, -2.71769, 0.97852)
H (0.14073, -1.00765, 1.47850)
H (3.11727, -0.11390, 0.01310)
H (1.97980, -0.29542, -1.35367)
H (2.04424, 1.81647, 0.05358)
H (1.18329, 0.91358, 1.27208)
H (0.06518, 2.22406, -1.03264)
H (-0.10802, 0.53018, -1.35185)
H (-0.95845, 0.54909, 1.24541)
H (-1.55175, 2.09727, 0.73474)
H (-2.10874, -0.01517, -1.28592)
H (-3.19651, 1.09532, -0.48598)
H (-3.12061, -1.48514, 0.08776)
Ca (3.57282, -1.68455, -1.16001)

## Properties
Maximum force ... 2.568 eV/Å
Spin multiplicity ... 1
E_HOMO ... -8.404 eV
Gap between HOMO and LUMO ... 2.12 eV
Net charge ... +1



The following is a quantum chemistry calculation of a molecular structure, C3H10BrCdO2 at a distorted geometry, from the Open Molecules 2025 dataset.

Positions of all 17 atoms, in Å:
Cd (-1.46835, -3.70518, -3.03399)
Br (-0.49819, -1.64214, -1.76069)
C (-0.70416, 0.00098, 2.54273)
C (0.06037, 0.92074, 1.56011)
C (1.29010, 0.20666, 0.97148)
O (-0.88835, 1.32078, 0.60175)
H (-0.58652, 0.37990, 3.55795)
H (-0.47533, -1.05752, 2.41891)
H (-1.78145, -0.01631, 2.37767)
H (0.46283, 1.78746, 2.08445)
H (1.12184, -0.82199, 0.65266)
H (2.14217, 0.19738, 1.65120)
H (1.57975, 0.64143, 0.01483)
H (-1.05075, 0.57338, 0.02156)
O (0.13666, 0.41485, -4.92219)
H (-0.08283, -0.22204, -4.24216)
H (0.74220, 1.02161, -4.49628)

## Properties
Maximum force ... 1.970 eV/Å
Spin multiplicity ... 1
E_HOMO ... -12.483 eV
Gap between HOMO and LUMO ... 3.36 eV
Net charge ... +1



The following is a quantum chemistry calculation of a molecular structure, C33H38Br50F9N2O2S at a distorted geometry, from the Open Molecules 2025 dataset.

Positions of all 135 atoms, in Å:
C (1.60365, 7.99977, 3.00890)
C (0.93724, 6.64760, 3.11032)
C (0.82591, 5.80808, 1.67525)
N (-0.16521, 6.24010, 0.61620)
C (0.06201, 5.25256, -0.51410)
C (-0.90047, 5.43530, -1.85064)
C (-2.45737, 5.12093, -1.32707)
O (-2.97382, 3.82875, -1.82570)
C (-3.59918, 3.03533, -0.75632)
O (-3.16508, 1.76027, -0.55307)
C (-4.84146, 3.52974, 0.21221)
C (-5.43898, 2.18774, 1.00791)
N (1.16287, 4.20117, -0.26425)
C (1.61100, 3.13440, -1.23876)
Br (0.03174, 1.95292, -1.60240)
C (2.25814, 3.72572, -2.64321)
C (3.33054, 4.89524, -2.19668)
Br (3.28704, 2.16488, -3.45815)
C (1.67681, 4.48708, 1.16244)
C (2.83317, 3.65921, 2.01578)
C (2.44630, 2.06624, 2.05522)
C (3.75161, 1.04853, 1.99825)
F (4.56221, 1.56079, 0.82605)
F (4.68602, 1.23524, 3.17141)
C (3.41339, -0.50016, 1.64529)
F (4.72728, -1.24215, 1.62677)
F (2.94198, -0.52800, 0.21098)
S (2.23951, -1.40917, 2.75190)
F (0.83256, -0.64850, 2.14224)
F (2.04869, -2.59102, 1.47631)
F (3.57590, -2.39041, 3.30246)
F (2.40743, -0.35081, 4.07906)
F (1.22228, -2.38482, 3.72912)
H (0.98196, 8.84308, 2.44209)
H (2.67327, 8.24964, 3.41306)
H (0.49433, 6.23367, 4.11118)
H (-0.86182, 7.02083, 0.58299)
H (-0.68041, 4.60352, -2.65948)
H (-0.85554, 6.51488, -2.31947)
H (-3.21532, 5.97991, -1.65067)
H (-2.44827, 5.05277, -0.15158)
H (-5.75213, 3.93701, -0.42743)
H (-4.50632, 4.29024, 1.05116)
H (-4.61971, 1.70127, 1.72523)
H (-5.76671, 1.33045, 0.25096)
H (-6.36036, 2.43146, 1.68957)
H (2.46964, 2.45683, -0.76105)
H (1.42430, 4.09929, -3.38434)
H (2.75073, 5.92172, -2.06905)
H (3.72062, 4.61169, -1.11607)
H (4.24603, 5.00572, -2.94300)
H (2.78829, 4.07641, 3.13343)
H (3.91027, 3.90248, 1.62866)
H (1.78536, 1.90670, 3.03609)
H (1.73960, 1.71801, 1.16133)
C (-6.88607, 0.67251, -3.35224)
Br (-5.34137, 1.81430, -3.04523)
Br (-6.49987, -1.19123, -2.95044)
Br (-8.45727, 1.30826, -2.39766)
H (-7.11720, 0.72789, -4.42113)
C (5.67734, -5.13601, 2.50997)
Br (6.31554, -4.67005, 0.73244)
Br (4.48725, -6.67430, 2.47160)
Br (7.14401, -5.38657, 3.76304)
H (5.08949, -4.28593, 2.87166)
C (-4.82165, -3.28427, -6.10851)
Br (-2.94745, -3.28210, -5.58754)
Br (-5.19546, -1.94825, -7.47211)
Br (-5.42141, -5.05492, -6.64627)
H (-5.40040, -3.00638, -5.22147)
C (-4.46543, 1.96082, 5.17615)
Br (-3.23934, 1.22163, 3.85921)
Br (-3.78613, 3.61029, 5.95197)
Br (-6.25665, 2.18564, 4.45152)
H (-4.53881, 1.23140, 5.98953)
C (-2.73862, -7.79306, -5.13752)
Br (-1.06382, -7.72078, -6.12436)
Br (-3.43046, -9.60720, -5.01766)
Br (-2.58347, -6.96033, -3.38636)
H (-3.46999, -7.20885, -5.70571)
C (3.91702, -4.72063, 6.31928)
Br (5.46172, -3.57884, 6.62629)
Br (4.30322, -6.58437, 6.72107)
Br (2.34581, -4.08488, 7.27385)
H (3.68588, -4.66525, 5.25039)
C (6.16205, 6.66539, 0.28410)
Br (5.71179, 4.77803, 0.42261)
Br (5.86271, 7.35109, -1.51154)
Br (5.24235, 7.72949, 1.62795)
H (7.23475, 6.75380, 0.48541)
C (9.57734, -5.88322, 7.15194)
Br (10.21554, -5.41725, 5.37441)
Br (8.38725, -7.42150, 7.11356)
Br (11.04401, -6.13377, 8.40500)
H (8.98949, -5.03313, 7.51362)
C (13.23099, -3.07173, 10.21808)
Br (12.44956, -1.78124, 8.99005)
Br (15.13477, -2.76559, 10.47500)
Br (12.27288, -3.13303, 11.90993)
H (13.12544, -4.05833, 9.75494)
C (-1.34170, -1.68421, -10.01874)
Br (-1.56409, -3.32864, -9.00363)
Br (-2.46723, -1.65495, -11.60506)
Br (-1.61068, -0.10783, -8.91114)
H (-0.30266, -1.65928, -10.36343)
C (-0.46181, -0.84237, 7.29015)
Br (-0.15014, -0.18500, 9.09425)
Br (-2.04152, -1.97352, 7.19472)
Br (-0.52931, 0.60616, 5.99351)
H (0.39643, -1.46876, 7.02538)
C (-12.03862, 2.60592, -4.66178)
Br (-10.36382, 2.67820, -5.64862)
Br (-12.73046, 0.79178, -4.54192)
Br (-11.88347, 3.43865, -2.91062)
H (-12.76999, 3.19013, -5.22996)
C (-0.95446, -9.74350, -9.69138)
Br (-1.65083, -8.68804, -11.16960)
Br (-2.21883, -11.10497, -9.11529)
Br (0.78911, -10.50215, -10.10188)
H (-0.81491, -9.05935, -8.84789)
C (-9.77919, -3.88520, -5.60708)
Br (-8.61750, -4.81808, -4.35638)
Br (-9.16020, -2.07461, -5.95737)
Br (-10.03214, -4.89443, -7.25073)
H (-10.76091, -3.80069, -5.12948)
C (14.44933, -4.24477, 6.53018)
Br (13.99908, -6.13213, 6.66870)
Br (14.14999, -3.55907, 4.73454)
Br (13.52963, -3.18068, 7.87404)
H (15.52203, -4.15636, 6.73149)
C (-15.45134, 2.89500, -7.05541)
Br (-13.77653, 2.96727, -8.04225)
Br (-16.14317, 1.08086, -6.93555)
Br (-15.29619, 3.72773, -5.30425)
H (-16.18270, 3.47921, -7.62359)

## Properties
Maximum force ... 14.645 eV/Å
Spin multiplicity ... 1
E_HOMO ... -9.265 eV
Gap between HOMO and LUMO ... 4.74 eV
Net charge ... +1



The following is a quantum chemistry calculation of 2 unconnected molecules or ions with the total composition CH3NOS at a distorted geometry, from the Open Molecules 2025 dataset.

Positions of all 7 atoms, in Å:
C (-1.04746, -0.02411, -0.25739)
N (1.10574, 0.13913, 0.43200)
O (1.35396, 0.51375, 1.52672)
S (1.92873, -0.36825, -0.78366)
H (-1.63506, 0.43316, 0.55195)
H (-1.03410, -1.15622, -0.31617)
H (-0.67180, 0.46254, -1.15344)

## Properties
Maximum force ... 2.771 eV/Å
Relative energy (zero: lowest compared OMol25 entry of this formula, charge and spin) ... 121.27 kcal per mole
Spin multiplicity ... 1
E_HOMO (spin up / spin down) ... -8.771 / -8.696 eV
Gap between HOMO and LUMO (spin up / spin down) ... 8.32 / 7.82 eV